Here is an isolated molecule of C19H21ClN2O3S in a non-equilibrium geometry from the OMol25 dataset. Energies are from wB97M-V/def2-TZVPD.

XYZ file:
```
47
Properties=species:S:1:pos:R:3:forces:R:3:nbo_charge:R:1
C 3.3196 3.5480 -0.2843 0.188 -0.061 -0.049 -0.6133
C 3.8249 2.6259 -1.3869 -0.032 0.104 0.187 -0.4173
C 2.6887 1.8598 -2.0404 0.076 -0.538 0.606 -0.6301
S 2.0655 0.5743 -0.9122 -0.036 0.404 -0.915 2.3051
O 1.2200 1.1717 0.0823 -0.272 0.081 -0.099 -0.9559
O 3.1838 -0.2079 -0.4685 0.146 -0.135 -0.227 -0.9507
N 1.1188 -0.3071 -1.9931 0.384 0.581 0.652 -0.6811
C 1.6519 -1.5959 -2.3841 0.486 -0.483 -0.004 -0.2154
C 1.5335 -2.6253 -1.2608 0.131 0.089 -0.090 -0.4519
C 0.1975 -2.5613 -0.5752 -0.074 -0.015 0.008 -0.0323
C -0.1884 -3.5795 0.2914 -0.111 0.080 -0.052 -0.1734
C -1.3595 -3.4986 1.0145 -0.075 0.091 -0.037 -0.2327
C -2.1818 -2.3816 0.8826 0.311 0.024 -0.511 0.1482
N -3.3221 -2.2639 1.6857 -0.257 -0.521 0.030 -0.6098
C -3.8128 -1.1522 2.3046 0.012 -0.061 0.014 0.6748
O -4.8302 -1.2060 2.9621 -0.121 0.151 0.076 -0.5850
C -3.0468 0.1199 2.1108 0.050 0.293 0.270 -0.1817
C -3.7094 1.2168 1.5695 0.039 -0.164 0.054 -0.1689
C -3.0414 2.4078 1.3517 -0.045 0.033 -0.052 -0.2206
C -1.7015 2.5184 1.6855 -0.012 -0.028 0.005 -0.2067
C -1.0370 1.4531 2.2661 -0.024 -0.062 -0.011 -0.1608
C -1.7129 0.2646 2.4864 -0.210 0.188 -0.027 -0.0253
Cl -0.8749 -1.0327 3.2581 0.212 -0.012 0.241 0.0223
C -1.8451 -1.4031 -0.0428 -0.026 -0.256 -0.031 -0.1830
C -0.6536 -1.4750 -0.7485 0.019 -0.178 0.117 -0.0480
C -0.2939 -0.3573 -1.6909 -0.447 0.240 0.091 -0.2415
H 2.6758 4.3212 -0.6988 -0.095 0.098 0.006 0.1993
H 4.1540 4.0284 0.2202 0.028 0.085 0.072 0.2132
H 2.7494 2.9776 0.4430 -0.028 0.101 0.148 0.2256
H 4.3570 3.2082 -2.1440 -0.028 -0.129 -0.021 0.2116
H 4.5195 1.8961 -0.9666 0.127 0.076 -0.102 0.2263
H 1.8394 2.4925 -2.2797 -0.162 0.014 -0.097 0.2328
H 3.0148 1.3170 -2.9227 -0.029 -0.061 -0.126 0.2362
H 2.6993 -1.4501 -2.6504 -0.049 -0.199 -0.152 0.2214
H 1.0993 -1.9221 -3.2710 0.058 0.088 0.025 0.2024
H 1.7124 -3.6291 -1.6521 0.015 0.010 -0.001 0.2188
H 2.3073 -2.4076 -0.5188 0.002 -0.131 -0.104 0.2444
H 0.4569 -4.4367 0.4157 0.074 -0.109 0.024 0.2115
H -1.6278 -4.2819 1.7080 -0.017 -0.065 0.119 0.2147
H -3.7651 -3.1281 1.9743 -0.024 0.213 0.008 0.4118
H -4.7530 1.1126 1.3121 -0.098 -0.008 -0.005 0.2288
H -3.5663 3.2468 0.9203 -0.039 0.068 -0.038 0.2181
H -1.1678 3.4382 1.5035 0.057 0.097 -0.016 0.2196
H 0.0047 1.5335 2.5289 0.098 -0.032 0.048 0.2324
H -2.4996 -0.5614 -0.2050 -0.070 0.082 -0.023 0.2149
H -0.5624 0.6005 -1.2431 -0.221 -0.107 -0.096 0.2429
H -0.8407 -0.4685 -2.6367 0.090 0.068 0.085 0.2082
```
Positions in Å, forces in eV/Å.

**Highest occupied orbital energy**: -0.3101 Eh
**Relative energy (zero: lowest compared OMol25 entry of this formula, charge and spin)**: 0.431 eV
**Total charge**: 0
**Gap between HOMO and LUMO**: 8.95 eV
**SMILES**: CCCS(=O)(=O)N1CCc2ccc(NC(=O)c3ccccc3Cl)cc2C1
**Total energy**: -52524.9278 eV